DFT (the ωB97M-V functional and the def2-TZVPD basis) results for a structure of composition C115H133F6N22O36S6.

Properties
- net charge = +7
- molecular weight (g/mol) = 2705.8
- HOMO (Eh) = -0.5881
- lowest unoccupied orbital energy (eV) = -10.68

Each line ends with the Löwdin charge.
Cartesian coordinates (Å):
C: 22.0285 22.6647 30.4742  0.05
N: 20.6327 23.0954 30.0315  -0.04
C: 19.6636 22.2050 29.9594  -0.01
C: 18.4035 22.5373 29.5116  0.05
C: 18.2170 23.8006 28.9552  -0.09
C: 19.2420 24.7550 29.0069  0.06
C: 20.4379 24.3915 29.5892  0.05
C: 16.9253 24.1059 28.1945  -0.11
C: 16.9738 24.5193 26.8715  0.05
C: 15.8301 24.8365 26.2003  0.04
N: 14.6293 24.6864 26.8603  -0.08
C: 14.5885 24.2422 28.1342  0.03
C: 15.7186 23.9075 28.8270  0.05
C: 13.3905 25.0148 26.1601  0.02
H: 22.6805 22.5796 29.5893  0.09
H: 21.9415 21.6636 30.9308  0.11
H: 22.3358 23.4920 31.0860  0.08
H: 19.9544 21.1423 30.0244  0.16
H: 17.6030 21.8119 29.4845  0.14
H: 19.1387 25.7207 28.5673  0.11
H: 21.3514 24.9831 29.5541  0.13
H: 17.9782 24.6139 26.4541  0.14
H: 15.8212 25.0988 25.1337  0.16
H: 13.5841 24.1874 28.4953  0.15
H: 15.5709 23.5304 29.8447  0.16
H: 12.7388 25.5539 26.8364  0.11
H: 12.8573 24.1565 25.6994  0.13
H: 13.6330 25.7736 25.3779  0.12
C: 30.6310 23.9065 27.4620  -0.02
N: 31.6443 24.9530 27.2979  -0.04
C: 31.1259 26.3439 27.5282  -0.19
C: 32.2557 27.0586 28.1712  0.03
C: 33.5461 26.6509 28.2193  -0.16
C: 33.9564 25.4131 27.5740  -0.04
C: 32.9258 24.6323 27.1533  -0.09
C: 34.6748 27.5184 28.8300  -0.08
C: 35.8903 26.9080 29.1638  0.03
C: 36.8464 27.6131 29.8991  0.00
N: 36.6268 28.8849 30.1652  -0.10
C: 35.5457 29.5906 29.7402  0.00
C: 34.5389 28.9264 29.0838  0.04
C: 37.7116 29.6911 30.7708  0.04
H: 30.8719 22.9540 27.0425  0.07
H: 29.7975 24.2137 26.8713  0.07
H: 30.4133 23.8036 28.5232  0.06
H: 30.2120 26.2538 28.0835  0.13
H: 32.0299 27.9748 28.7357  0.11
H: 34.9865 25.2163 27.3704  0.08
H: 33.0387 23.6593 26.6984  0.09
H: 36.1660 25.8613 28.9464  0.13
H: 37.8226 27.1824 30.1823  0.16
H: 35.5573 30.6598 29.9481  0.15
H: 33.6591 29.4771 28.6740  0.13
H: 38.4973 29.0524 31.1473  0.10
H: 37.3016 30.3699 31.5092  0.11
H: 38.1820 30.2554 29.9781  0.11
C: 32.5044 21.0116 20.1520  0.05
N: 33.1540 21.7504 18.9993  -0.03
C: 32.5615 21.8759 17.7930  0.04
C: 33.1772 22.4812 16.7083  0.05
C: 34.4561 22.9734 16.9302  -0.13
C: 35.0607 22.8983 18.2161  0.06
C: 34.4235 22.2016 19.1805  0.01
C: 35.0813 23.5983 15.7176  -0.10
C: 35.2457 24.9803 15.5010  0.06
C: 35.8995 25.4624 14.3867  0.00
N: 36.3729 24.5933 13.5042  -0.08
C: 36.2231 23.2976 13.5855  0.00
C: 35.5706 22.7486 14.6778  0.07
C: 36.9358 25.2111 12.2101  0.09
H: 31.4452 21.0569 19.9286  0.06
H: 32.6157 21.5502 21.0867  0.06
H: 32.9664 20.0304 20.1938  0.11
H: 31.5875 21.4081 17.7640  0.15
H: 32.6610 22.4789 15.7338  0.15
H: 36.1154 23.1461 18.3893  0.15
H: 34.8602 22.0411 20.1297  0.14
H: 34.9110 25.7733 16.1539  0.14
H: 36.0435 26.5181 14.2632  0.16
H: 36.7018 22.6813 12.7884  0.17
H: 35.5096 21.6879 14.7427  0.13
H: 37.8892 25.7346 12.3648  0.12
H: 36.1251 25.7895 11.7859  0.11
H: 37.2014 24.3053 11.6531  0.10
C: 30.7096 20.2510 22.9187  0.02
N: 29.7681 21.0422 23.7975  0.00
C: 29.2721 20.3758 24.8808  -0.01
C: 28.3337 20.9705 25.7225  0.05
C: 28.1027 22.3317 25.5219  -0.14
C: 28.6221 23.0164 24.4117  0.06
C: 29.5242 22.3786 23.5428  0.05
C: 27.2774 22.9900 26.5320  -0.13
C: 27.4396 22.7613 27.8998  0.06
C: 26.6815 23.4893 28.8297  0.04
N: 25.6956 24.2852 28.3641  -0.03
C: 25.3755 24.4142 27.0166  0.05
C: 26.2399 23.8565 26.0921  0.05
C: 24.7654 24.9261 29.3520  0.03
H: 31.7093 20.6255 23.0984  0.07
H: 30.3356 20.3512 21.9014  0.07
H: 30.5987 19.1928 23.1676  0.07
H: 29.5082 19.3212 24.9896  0.13
H: 27.8186 20.3574 26.4368  0.12
H: 28.5903 24.0980 24.1956  0.11
H: 29.9905 22.8634 22.6863  0.12
H: 28.3034 22.2510 28.3044  0.11
H: 26.8971 23.5601 29.9049  0.12
H: 24.4592 24.9363 26.7833  0.11
H: 26.0479 23.9156 25.0589  0.08
H: 25.3939 25.2864 30.1803  0.09
H: 24.0604 24.1648 29.7383  0.07
H: 24.1733 25.6740 28.7899  0.08
C: 32.4961 15.9548 34.6296  0.04
N: 31.3603 16.7293 34.1424  -0.06
C: 30.0973 16.5353 34.6112  0.01
C: 29.0758 17.3248 34.2634  0.04
C: 29.2442 18.4496 33.4372  -0.08
C: 30.5236 18.5609 32.8490  0.05
C: 31.5222 17.7047 33.1892  0.03
C: 28.2243 19.5076 33.2796  -0.12
C: 26.9104 19.3342 32.7924  0.07
C: 26.0141 20.3866 32.7359  -0.01
N: 26.4447 21.6074 33.0163  -0.06
C: 27.7116 21.8288 33.4235  0.04
C: 28.6642 20.8106 33.4843  0.06
C: 25.4616 22.6410 33.1256  0.01
H: 32.3258 15.6987 35.6657  0.11
H: 33.4066 16.4936 34.4801  0.10
H: 32.6015 15.0229 34.0534  0.12
H: 29.9310 15.7741 35.3211  0.15
H: 28.1598 17.1043 34.7610  0.14
H: 30.7716 19.3088 32.1393  0.08
H: 32.4623 17.7808 32.6803  0.15
H: 26.5644 18.2974 32.5753  0.15
H: 25.0188 20.2951 32.3095  0.14
H: 27.9079 22.8931 33.5572  0.15
H: 29.6715 21.0680 33.8495  0.15
H: 25.9066 23.5669 32.8989  0.07
H: 24.9141 22.6397 34.0861  0.13
H: 24.6810 22.4815 32.3753  0.09
C: 26.9149 12.0001 16.7845  0.06
N: 26.7146 13.3072 17.4447  -0.09
C: 27.5181 13.5610 18.4512  0.03
C: 27.4553 14.7906 19.1093  0.07
C: 26.4461 15.6379 18.7977  -0.11
C: 25.6047 15.3401 17.7397  0.05
C: 25.7472 14.1353 17.0819  0.02
C: 26.1721 16.9800 19.5401  -0.09
C: 24.8595 17.3399 19.8927  0.03
C: 24.6832 18.4535 20.6926  0.00
N: 25.7113 19.2988 20.9370  -0.06
C: 26.9534 18.9944 20.5730  -0.03
C: 27.2378 17.8197 19.8858  0.04
C: 25.4446 20.5318 21.7235  0.01
H: 27.4803 11.3424 17.4526  0.12
H: 27.4362 12.1005 15.8459  0.12
H: 25.9235 11.6534 16.5826  0.10
H: 28.1752 12.7559 18.7774  0.16
H: 28.1548 14.9254 19.9351  0.12
H: 24.8184 16.0144 17.4484  0.14
H: 25.1239 13.7954 16.2618  0.16
H: 24.0017 16.7288 19.6792  0.13
H: 23.7101 18.7486 21.0999  0.16
H: 27.7410 19.7477 20.8220  0.14
H: 28.3019 17.6810 19.6823  0.14
H: 24.5829 21.1107 21.2865  0.12
H: 26.3545 21.1199 21.7495  0.08
H: 25.2199 20.3739 22.7557  0.09
C: 27.1921 33.6869 25.5028  0.02
N: 27.9462 32.5212 25.0754  -0.10
C: 27.3733 31.3222 25.1180  0.03
C: 28.0321 30.2746 24.4409  0.06
C: 29.2881 30.4633 23.8569  -0.09
C: 29.9204 31.6986 23.9829  0.04
C: 29.2251 32.7083 24.5688  0.03
C: 30.0607 29.2291 23.3649  -0.09
C: 29.5387 28.2836 22.4414  0.05
C: 30.1792 27.0767 22.2517  0.01
N: 31.2708 26.8340 23.0005  -0.06
C: 31.8768 27.7313 23.7450  -0.03
C: 31.2968 28.9630 23.9455  0.03
C: 31.6735 25.4013 23.2862  0.06
H: 26.5023 33.9590 24.7057  0.12
H: 27.8332 34.5692 25.7088  0.12
H: 26.6526 33.3933 26.4014  0.10
H: 26.4417 31.3411 25.6895  0.15
H: 27.5090 29.3146 24.3877  0.11
H: 30.9382 31.7120 23.6229  0.14
H: 29.5543 33.7411 24.4444  0.15
H: 28.6122 28.3926 21.9066  0.13
H: 29.7940 26.3284 21.5735  0.14
H: 32.7204 27.3598 24.3142  0.15
H: 31.7948 29.6372 24.6497  0.14
H: 30.9123 25.2344 24.0481  0.08
H: 32.6573 25.4155 23.7932  0.11
H: 31.5585 24.8115 22.3780  0.10
C: 18.9188 30.9241 27.5850  0.05
N: 20.3305 30.6925 28.0191  -0.07
C: 20.8071 31.0385 29.2111  -0.01
C: 22.1703 31.0079 29.4359  0.06
C: 23.0277 30.4509 28.4924  -0.13
C: 22.4521 29.9436 27.3022  0.04
C: 21.0925 30.0828 27.0763  0.01
C: 24.4464 30.1557 28.7333  -0.14
C: 24.9117 28.8501 28.4059  0.04
C: 26.2186 28.4702 28.6313  0.03
N: 27.1116 29.3163 29.2076  -0.06
C: 26.6791 30.5232 29.6242  0.03
C: 25.3518 30.9456 29.4065  0.04
C: 28.4677 28.8425 29.3613  0.01
H: 18.3153 31.0637 28.5120  0.12
H: 18.5922 29.9914 27.0685  0.11
H: 18.8356 31.7369 26.8613  0.11
H: 20.0476 31.3251 29.9035  0.13
H: 22.4663 31.3757 30.4358  0.16
H: 23.0626 29.5935 26.4965  0.12
H: 20.5827 29.7286 26.1582  0.16
H: 24.2986 28.0984 27.8937  0.12
H: 26.6453 27.5011 28.4452  0.12
H: 27.3895 31.2372 29.9891  0.14
H: 25.1101 31.8752 29.8541  0.12
H: 28.4687 27.7366 29.5064  0.08
H: 28.8782 29.3404 30.2497  0.12
H: 28.9959 29.1649 28.5014  0.08
C: 36.4064 20.4947 27.3914  0.03
N: 35.0660 19.9522 27.5513  -0.07
C: 34.8809 18.7556 28.1373  0.00
C: 33.6517 18.1139 28.2557  0.04
C: 32.5443 18.8056 27.8290  -0.14
C: 32.7054 20.0849 27.2387  0.05
C: 33.9789 20.6054 27.0715  0.04
C: 31.2028 18.1979 27.8100  -0.09
C: 29.9880 18.8416 28.1099  0.06
C: 28.7893 18.1716 27.8134  0.00
N: 28.7352 16.8895 27.3815  -0.07
C: 29.9295 16.2281 27.2145  0.02
C: 31.1358 16.8521 27.3450  0.05
C: 27.4756 16.1560 27.1926  0.03
H: 36.4152 21.0978 26.4779  0.11
H: 37.1588 19.6825 27.2146  0.13
H: 36.6254 21.0237 28.2989  0.10
H: 35.7786 18.3207 28.5438  0.15
H: 33.5824 17.2065 28.8227  0.14
H: 31.8283 20.5380 26.7526  0.13
H: 34.1023 21.5561 26.5939  0.12
H: 29.9512 19.8842 28.4537  0.11
H: 27.8490 18.6654 28.0594  0.11
H: 29.7911 15.2053 26.9201  0.15
H: 31.9712 16.2612 26.9962  0.09
H: 26.7188 16.8397 27.5854  0.11
H: 27.4689 15.2272 27.8205  0.13
H: 27.3884 15.9141 26.1532  0.06
O: 29.3624 26.2443 24.8398  -0.03
C: 29.6240 26.9965 25.8062  -0.65
O: 28.8924 27.9584 26.2264  -0.04
O: 31.0363 27.0474 26.1937  -0.04
H: 26.8530 26.2704 23.6598  0.07
O: 29.4752 25.2265 30.3358  0.03
C: 28.0781 25.3850 30.6612  -0.69
O: 27.6988 24.4532 31.4368  -0.06
O: 27.4110 26.2737 30.0829  -0.05
H: 29.7372 24.3898 30.7362  0.08
O: 22.0583 26.5668 27.8068  -0.08
C: 21.4402 25.7232 26.7375  -0.77
O: 20.4166 26.2425 26.2085  -0.06
O: 21.9964 24.6369 26.6205  -0.02
H: 21.3832 27.2571 27.9250  0.03
O: 27.5142 22.6854 20.1085  -0.02
C: 28.9825 22.6773 20.3693  -0.75
O: 29.5198 21.5500 20.3967  -0.07
O: 29.5124 23.7631 20.5676  -0.02
H: 27.4196 23.6525 20.1472  0.07
O: 34.4817 23.2696 24.3564  0.06
C: 33.2311 22.9152 23.8958  -0.80
O: 32.3633 22.8279 24.8172  -0.06
O: 32.9833 22.7662 22.6887  -0.04
H: 35.0476 23.2667 23.5838  0.10
O: 24.8793 20.0657 28.1440  0.04
C: 25.4685 20.3665 29.3628  -0.83
O: 26.5588 19.8398 29.5662  -0.01
O: 24.7655 21.0368 30.1601  -0.07
H: 23.9590 20.3713 28.2234  0.09
O: 26.6354 27.2573 23.6070  -0.07
C: 24.1974 23.8115 22.2580  -0.37
O: 23.4198 24.3298 21.5421  0.22
O: 24.9097 23.3271 23.0421  0.17
H: 25.7210 27.1640 23.8538  0.02
N: 31.0611 21.3577 30.0115  -0.60
O: 31.9000 22.1281 29.4985  -0.02
O: 29.8565 21.6168 30.0532  -0.04
O: 31.4144 20.2438 30.4723  -0.08
N: 28.4053 16.5065 23.8462  -0.29
S: 29.1821 15.5910 22.8469  0.39
O: 29.7013 16.3130 21.7308  -0.28
O: 28.6230 14.3080 22.6309  -0.25
F: 30.2979 15.3833 23.8139  -0.11
S: 27.2101 17.4800 23.3153  0.58
O: 26.2616 16.9164 22.3661  -0.27
O: 27.7020 18.8812 23.1603  -0.31
F: 26.4227 17.5195 24.6190  -0.14
N: 20.8963 27.3022 31.5840  -0.31
S: 19.6883 28.1248 31.0577  0.55
O: 19.8316 29.5803 31.0739  -0.31
O: 18.4889 27.4371 31.4114  -0.26
F: 19.8103 27.8937 29.4473  -0.23
S: 22.4565 27.6208 31.5287  0.61
O: 23.0212 28.2409 32.7288  -0.26
O: 22.7614 28.0455 30.1582  -0.31
F: 23.0112 26.0997 31.5519  -0.20
N: 34.2614 16.8735 23.6577  -0.29
S: 33.4793 18.2866 23.5460  0.62
O: 34.2490 19.4033 23.0846  -0.28
O: 32.4146 18.5294 24.5897  -0.32
F: 32.7378 17.9461 22.1111  -0.22
S: 34.4565 16.3484 25.0624  0.54
O: 33.2853 15.7364 25.7301  -0.32
O: 35.2796 17.2426 25.9394  -0.33
F: 35.4802 15.2022 24.8260  -0.12